*a*
This record from the OMol25 dataset describes an isolated molecule of C5H13NS. The level of theory is the ωB97M-V functional and the def2-TZVPD basis.

Results
- HOMO (eV) = -8.045
- E_LUMO (eV) = 0.871
- spin multiplicity = 1

Each atom is followed by the atoms it is bonded to, with distances in Å.
Geometry (Å):
1 C 0.25505 2.49420 -1.91610  N2 1.399, H8 1.042, H9 1.085, H10 1.110
2 N -0.34431 1.56300 -1.06109  C1 1.399, C3 1.375, H11 0.975
3 C -0.15426 0.20689 -1.18236  N2 1.375, C4 1.529, C5 1.526, H12 1.049
4 C 0.88308 -0.12769 -2.25538  C3 1.529, H13 1.095, H14 1.071, H15 1.112
5 C 0.19585 -0.60484 0.06176  C3 1.526, C6 1.510, H16 1.196, H17 1.143
6 C -0.89105 -0.91241 1.06423  C5 1.510, S7 1.830, H18 1.108, H19 1.106
7 S -0.05396 -1.37504 2.62400  C6 1.830, H20 1.381
8 H 0.20153 2.44098 -2.95531  C1 1.042
9 H -0.02170 3.53832 -1.81772  C1 1.085
10 H 1.35386 2.51785 -1.75956  C1 1.110
11 H -0.74126 1.88774 -0.23196  N2 0.975
12 H -1.03122 -0.14226 -1.63976  C3 1.049
13 H 0.97108 0.37283 -3.22487  C4 1.095
14 H 1.76445 0.08016 -1.68362  C4 1.071
15 H 0.75418 -1.23205 -2.22235  C4 1.112
16 H 0.74897 -1.62168 -0.23812  C5 1.196
17 H 1.09372 -0.14512 0.60018  C5 1.143
18 H -1.57340 -0.09191 1.36243  C6 1.108
19 H -1.43974 -1.81686 0.74228  C6 1.106
20 H -0.53891 -1.06530 3.87915  S7 1.381

---

*b*
This record from the OMol25 dataset describes an isolated molecule of C5H13NS. The level of theory is the ωB97M-V functional and the def2-TZVPD basis.

Results
- HOMO (eV) = -8.277
- E_LUMO (eV) = 0.891
- spin multiplicity = 1

Each atom is followed by the atoms it is bonded to, with distances in Å.
Geometry (Å):
1 C -0.19092 1.21268 2.22162  N2 1.486, H8 1.107, H9 1.138, H10 1.036
2 N 0.55319 0.53671 1.12723  C1 1.486, C3 1.438, C4 1.553
3 C 1.54477 -0.32827 1.70632  N2 1.438, H11 1.164, H12 1.117, H13 1.096
4 C -0.49914 0.24096 0.02409  N2 1.553, C5 1.499, H14 1.114, H15 1.200
5 C 0.16859 -0.38481 -1.16305  C4 1.499, C6 1.574, H16 1.068, H17 1.127
6 C -0.72882 -0.89710 -2.35045  C5 1.574, S7 1.863, H18 1.103, H19 1.190
7 S -1.43209 0.59114 -3.22335  C6 1.863, H20 1.297
8 H -0.72991 2.10611 1.85300  C1 1.107
9 H 0.54369 1.61203 2.99391  C1 1.138
10 H -0.80685 0.59057 2.77652  C1 1.036
11 H 2.22348 -0.88473 0.94157  C3 1.164
12 H 1.08522 -1.16534 2.28509  C3 1.117
13 H 2.18781 0.35030 2.27857  C3 1.096
14 H -1.20599 1.09891 -0.04574  C4 1.114
15 H -1.29907 -0.52548 0.48524  C4 1.200
16 H 0.73167 -1.20641 -0.77767  C5 1.068
17 H 0.97480 0.26431 -1.60847  C5 1.127
18 H -1.63032 -1.50228 -2.15920  C6 1.103
19 H -0.05563 -1.53660 -3.09406  C6 1.190
20 H -1.43446 -0.17271 -4.27116  S7 1.297

---

*c*
This record from the OMol25 dataset describes an isolated molecule of C5H13NS. The level of theory is the ωB97M-V functional and the def2-TZVPD basis.

Results
- HOMO (eV) = -7.968
- E_LUMO (eV) = 0.609
- spin multiplicity = 1

Each atom is followed by the atoms it is bonded to, with distances in Å.
Geometry (Å):
1 C -2.99408 -1.06398 -0.16652  S2 1.644, H8 1.054, H9 0.998
2 S -1.87976 0.14540 -0.16873  C1 1.644, N3 1.530, C4 1.959, H10 1.427
3 N -2.05194 1.25647 0.86941  S2 1.530, H11 0.938
4 C -0.09007 -0.64143 -0.04371  S2 1.959, C5 1.469, H12 1.132, H13 1.124
5 C 1.06006 0.12639 0.45255  C4 1.469, C6 1.509, C7 1.637, H14 1.059
6 C 2.21709 -0.79100 0.76127  C5 1.509, H15 1.144, H16 1.067, H17 1.085
7 C 1.38235 1.29719 -0.64485  C5 1.637, H18 1.067, H19 1.163, H20 1.116
8 H -3.90676 -0.88825 0.33134  C1 1.054
9 H -3.07588 -1.34485 -1.12022  C1 0.998
10 H -1.69971 0.56034 -1.52174  S2 1.427
11 H -1.18670 1.57874 1.03332  N3 0.938
12 H -0.12251 -1.68964 0.38348  C4 1.132
13 H -0.16247 -0.69953 -1.16416  C4 1.124
14 H 0.82040 0.58711 1.37516  C5 1.059
15 H 2.35213 -1.63803 0.00429  C6 1.144
16 H 2.08163 -1.36556 1.65067  C6 1.067
17 H 3.10626 -0.18410 0.62234  C6 1.085
18 H 1.77780 0.70369 -1.43802  C7 1.067
19 H 0.39447 1.86257 -0.88197  C7 1.163
20 H 1.97768 2.18846 -0.33391  C7 1.116

---

*d*
This record from the OMol25 dataset describes an isolated molecule of C5H13NS. The level of theory is the ωB97M-V functional and the def2-TZVPD basis.

Results
- HOMO (eV) = -8.582
- E_LUMO (eV) = 0.906
- spin multiplicity = 1

Each atom is followed by the atoms it is bonded to, with distances in Å.
Geometry (Å):
1 C -0.54816 1.36944 2.01468  N2 1.467, H8 1.086, H9 1.090, H10 1.097
2 N 0.80156 1.33233 1.44036  C1 1.467, C3 1.479, H11 0.995
3 C 0.83757 1.14148 -0.02533  N2 1.479, C4 1.523, C5 1.540, H12 1.103
4 C 0.81031 2.44091 -0.82011  C3 1.523, H13 1.093, H14 1.110, H15 1.093
5 C -0.19426 0.15598 -0.60578  C3 1.540, C6 1.555, H16 1.098, H17 1.086
6 C 0.23789 -1.30075 -0.27418  C5 1.555, S7 1.808, H18 1.094, H19 1.091
7 S -0.84458 -2.58252 -0.94803  C6 1.808, H20 1.359
8 H -1.10245 0.43576 2.03054  C1 1.086
9 H -1.03528 2.18419 1.47902  C1 1.090
10 H -0.41743 1.76905 3.02791  C1 1.097
11 H 1.59394 0.86170 1.81430  N2 0.995
12 H 1.87220 0.77727 -0.13791  C3 1.103
13 H 1.23077 3.30775 -0.30313  C4 1.093
14 H -0.18782 2.85374 -1.07671  C4 1.110
15 H 1.20181 2.23305 -1.81951  C4 1.093
16 H -0.22081 0.00371 -1.69299  C5 1.098
17 H -1.19156 0.42295 -0.26858  C5 1.086
18 H 0.25875 -1.51926 0.79761  C6 1.094
19 H 1.24644 -1.44834 -0.66206  C6 1.091
20 H -1.94472 -2.26077 -0.21878  S7 1.359

---

Most stable: *d*

---

*a*
This record from the OMol25 dataset describes an isolated molecule of C5H13NS. The level of theory is the ωB97M-V functional and the def2-TZVPD basis.

Results
- HOMO (eV) = -8.340
- E_LUMO (eV) = 0.814
- spin multiplicity = 1

Each atom is followed by the atoms it is bonded to, with distances in Å.
Geometry (Å):
1 C -2.17405 0.55447 -1.72215  C2 1.519, H8 1.084, H9 1.078, H10 1.092
2 C -1.21424 1.35359 -0.85756  C1 1.519, N3 1.460, H11 1.094, H12 1.095
3 N -0.51929 0.42622 0.03086  C2 1.460, C4 1.452, H13 1.012
4 C 0.72726 0.84727 0.64433  N3 1.452, C5 1.515, H14 1.096, H15 1.087
5 C 1.26585 -0.18804 1.61008  C4 1.515, C6 1.522, H16 1.081, H17 1.097
6 C 1.42480 -1.62353 1.13013  C5 1.522, S7 1.819, H18 1.091, H19 1.086
7 S 2.04517 -1.73544 -0.57609  C6 1.819, H20 1.338
8 H -2.69574 -0.17553 -1.11407  C1 1.084
9 H -1.63683 0.10034 -2.53839  C1 1.078
10 H -2.99718 1.17584 -2.08229  C1 1.092
11 H -0.47651 1.89274 -1.45932  C2 1.094
12 H -1.76390 2.01087 -0.17611  C2 1.095
13 H -0.40544 -0.48251 -0.40035  N3 1.012
14 H 1.41256 1.06590 -0.18294  C4 1.096
15 H 0.52802 1.79306 1.14175  C4 1.087
16 H 0.55896 -0.23119 2.42713  C5 1.081
17 H 2.12446 0.30114 2.08538  C5 1.097
18 H 0.43980 -2.08904 1.07185  C6 1.091
19 H 1.94870 -2.14705 1.92432  C6 1.086
20 H 1.40760 -2.84913 -0.95656  S7 1.338

---

*b*
This record from the OMol25 dataset describes an isolated molecule of C5H13NS. The level of theory is the ωB97M-V functional and the def2-TZVPD basis.

Results
- HOMO (eV) = -8.329
- E_LUMO (eV) = 0.931
- spin multiplicity = 1

Each atom is followed by the atoms it is bonded to, with distances in Å.
Geometry (Å):
1 C 0.59545 1.15166 2.47508  N2 1.480, H8 1.093, H9 1.090, H10 1.090
2 N -0.00986 0.53623 1.27300  C1 1.480, C3 1.450, H11 1.010
3 C 0.80973 -0.53896 0.74876  N2 1.450, C4 1.544, H12 1.110, H13 1.090
4 C 0.08812 -1.47639 -0.24399  C3 1.544, C5 1.526, H14 1.095, H15 1.094
5 C -0.24257 -0.90556 -1.62050  C4 1.526, C6 1.557, H16 1.089, H17 1.103
6 C -1.35171 0.18730 -1.62249  C5 1.557, S7 1.875, H18 1.092, H19 1.091
7 S -0.70462 1.94536 -1.71021  C6 1.875, H20 1.323
8 H 0.97918 2.16133 2.30601  C1 1.093
9 H -0.17868 1.11378 3.24179  C1 1.090
10 H 1.45895 0.59348 2.83603  C1 1.090
11 H -0.30141 1.19377 0.56402  N2 1.010
12 H 1.70693 -0.15941 0.21761  C3 1.110
13 H 1.06376 -1.17149 1.59961  C3 1.090
14 H -0.81276 -1.80202 0.28700  C4 1.095
15 H 0.78001 -2.31887 -0.33368  C4 1.094
16 H 0.62966 -0.67279 -2.22983  C5 1.089
17 H -0.83358 -1.58221 -2.26060  C5 1.103
18 H -1.95611 0.10810 -0.71611  C6 1.092
19 H -2.09014 0.03909 -2.41119  C6 1.091
20 H 0.36966 1.59759 -2.40033  S7 1.323

---

Most stable: *a*